{
  "formula": "C5H9NO2",
  "method": "ωB97M-V with the def2-TZVPD basis set",
  "e_homo_ev": -9.88,
  "lumo_ev": 0.7,
  "orbital_gap_ev": 10.54,
  "species": ["C", "C", "C", "C", "O", "N", "C", "O", "H", "H", "H", "H", "H", "H", "H", "H", "H"],
  "positions_angstrom": [[-1.70, 1.11, 0.79], [-0.52, 1.07, -0.18], [0.10, -0.34, -0.29], [-0.31, -0.97, -1.60], [-1.37, -0.79, -2.14], [1.54, -0.41, -0.10], [2.05, -1.14, 0.95], [1.39, -1.80, 1.71], [-2.56, 0.60, 0.38], [-1.46, 0.62, 1.74], [-2.00, 2.14, 1.03], [-0.82, 1.44, -1.15], [0.24, 1.79, 0.15], [-0.30, -0.90, 0.56], [0.48, -1.50, -2.17], [2.12, 0.15, -0.69], [3.14, -1.06, 1.02]]
}



{
  "formula": "C4H10N2O",
  "method": "ωB97M-V with the def2-TZVPD basis set",
  "e_homo_ev": -9.86,
  "lumo_ev": 0.4,
  "orbital_gap_ev": 10.25,
  "species": ["C", "N", "C", "N", "O", "H", "H", "H", "H", "C", "C", "H", "H", "H", "H", "H", "H"],
  "positions_angstrom": [[2.10, -1.82, -0.26], [1.60, -0.91, 0.46], [1.24, 0.31, -0.19], [1.29, 1.34, 0.68], [1.01, 0.43, -1.41], [2.32, -2.77, 0.19], [2.32, -1.68, -1.32], [1.36, 1.15, 1.66], [1.09, 2.27, 0.36], [-1.47, -0.45, -0.20], [-2.12, 0.86, 0.19], [-1.09, -0.98, 0.68], [-2.19, -1.12, -0.67], [-0.60, -0.25, -1.01], [-2.58, 1.34, -0.68], [-2.90, 0.73, 0.94], [-1.38, 1.56, 0.58]]
}



{
  "formula": "C24H17CuN3O",
  "method": "ωB97M-V with the def2-TZVPD basis set",
  "e_homo_ev": [-7.21, -7.28],
  "lumo_ev": [-0.3, -0.4],
  "orbital_gap_ev": [6.88, 6.91],
  "multiplicity": 2,
  "species": ["Cu", "O", "C", "C", "C", "C", "C", "C", "C", "N", "C", "C", "N", "H", "H", "H", "H", "H", "H", "H", "C", "C", "C", "C", "C", "C", "C", "C", "C", "C", "C", "C", "C", "C", "C", "N", "H", "H", "H", "H", "H", "H", "H", "H", "H", "H"],
  "positions_angstrom": [[6.84, 10.50, 10.16], [6.13, 8.90, 9.42], [6.75, 8.02, 8.67], [6.00, 6.85, 8.30], [6.58, 5.85, 7.58], [7.96, 5.97, 7.20], [8.72, 7.09, 7.44], [8.10, 8.15, 8.21], [8.88, 9.36, 8.38], [8.58, 10.43, 9.18], [9.62, 11.28, 9.04], [10.56, 10.79, 8.21], [10.03, 9.61, 7.70], [4.94, 6.86, 8.64], [6.11, 4.88, 7.39], [8.41, 5.08, 6.77], [9.70, 7.26, 7.04], [9.69, 12.21, 9.59], [11.41, 11.28, 7.79], [10.45, 8.93, 7.06], [6.49, 11.01, 14.35], [6.11, 12.38, 14.42], [5.83, 13.09, 13.25], [6.08, 12.47, 11.98], [6.45, 11.12, 11.97], [6.62, 10.41, 13.12], [5.88, 13.14, 10.69], [5.56, 14.54, 10.66], [5.39, 15.13, 9.44], [5.52, 14.37, 8.24], [5.53, 15.01, 6.92], [5.69, 14.17, 5.80], [5.79, 12.78, 5.94], [5.93, 12.20, 7.19], [5.92, 13.02, 8.35], [6.13, 12.43, 9.59], [6.73, 10.51, 15.25], [6.02, 12.88, 15.38], [5.42, 14.07, 13.29], [6.92, 9.37, 13.10], [5.31, 15.09, 11.55], [5.05, 16.15, 9.44], [5.18, 16.02, 6.78], [5.60, 14.65, 4.83], [5.79, 12.14, 5.06], [6.20, 11.15, 7.28]]
}



{
  "formula": "C4H5NO",
  "method": "ωB97M-V with the def2-TZVPD basis set",
  "e_homo_ev": -9.76,
  "lumo_ev": 1.1,
  "orbital_gap_ev": 10.84,
  "species": ["C", "C", "C", "C", "O", "N", "H", "H", "H", "H", "H"],
  "positions_angstrom": [[-1.78, -0.01, 0.10], [-0.28, -0.15, -0.02], [0.79, 0.80, -0.25], [1.89, 0.08, 0.07], [1.60, -1.18, 0.34], [0.22, -1.32, 0.31], [-2.22, -1.00, 0.26], [-2.05, 0.60, 0.98], [-2.23, 0.45, -0.77], [1.15, 1.31, -1.14], [2.91, 0.42, 0.13]]
}



{
  "formula": "C31H92N16O13",
  "method": "ωB97M-V with the def2-TZVPD basis set",
  "e_homo_ev": [-10.43, -10.42],
  "charge": 1,
  "lumo_ev": [-2.0, -7.6],
  "orbital_gap_ev": [8.45, 2.78],
  "multiplicity": 2,
  "species": ["C", "C", "C", "O", "C", "N", "H", "H", "H", "H", "H", "H", "H", "H", "H", "H", "H", "C", "C", "C", "O", "C", "N", "H", "H", "H", "H", "H", "H", "H", "H", "H", "H", "H", "C", "C", "C", "O", "C", "N", "H", "H", "H", "H", "H", "H", "H", "H", "H", "H", "H", "C", "C", "C", "O", "C", "N", "H", "H", "H", "H", "H", "H", "H", "H", "H", "H", "H", "C", "C", "C", "O", "C", "N", "H", "H", "H", "H", "H", "H", "H", "H", "H", "H", "H", "C", "C", "C", "O", "C", "N", "H", "H", "H", "H", "H", "H", "H", "H", "H", "H", "H", "C", "C", "O", "O", "H", "H", "H", "H", "H", "H", "C", "O", "N", "N", "H", "H", "H", "H", "C", "O", "N", "N", "H", "H", "H", "H", "C", "O", "N", "N", "H", "H", "H", "H", "C", "O", "N", "N", "H", "H", "H", "H", "C", "O", "N", "N", "H", "H", "H", "H"],
  "positions_angstrom": [[4.10, -3.96, -4.15], [2.72, -4.05, -4.86], [2.73, -4.07, -6.43], [3.74, -4.93, -6.95], [3.68, -5.35, -8.29], [2.18, -5.25, -4.27], [4.76, -4.59, -4.76], [4.12, -4.24, -3.10], [4.65, -3.03, -4.25], [2.07, -3.22, -4.59], [2.80, -3.06, -6.84], [1.83, -4.62, -6.69], [2.66, -5.44, -8.64], [4.13, -6.35, -8.29], [4.25, -4.82, -9.06], [2.91, -5.95, -4.33], [1.46, -5.69, -4.82], [-2.38, 0.65, -6.27], [-1.63, -0.26, -7.25], [-1.72, -1.78, -6.82], [-1.41, -2.02, -5.48], [-1.39, -3.33, -5.04], [-2.28, -0.03, -8.53], [-2.44, 1.66, -6.67], [-1.80, 0.75, -5.35], [-3.36, 0.29, -5.93], [-0.60, 0.10, -7.26], [-0.99, -2.33, -7.42], [-2.67, -2.31, -6.89], [-2.40, -3.33, -4.63], [-0.74, -3.62, -4.21], [-1.22, -4.08, -5.82], [-3.17, -0.51, -8.53], [-1.67, -0.24, -9.31], [0.83, -1.46, -2.34], [0.91, -0.82, -0.95], [-0.47, -0.11, -0.61], [-0.26, 0.84, 0.45], [-1.27, 1.07, 1.37], [1.27, -1.90, 0.00], [0.86, -0.65, -3.06], [-0.13, -1.97, -2.39], [1.61, -2.21, -2.46], [1.71, -0.08, -0.97], [-1.23, -0.83, -0.32], [-0.78, 0.55, -1.43], [-2.23, 1.19, 0.87], [-1.06, 1.86, 2.10], [-1.23, 0.12, 1.89], [2.24, -2.12, -0.21], [1.35, -1.38, 0.86], [4.94, 2.27, 0.53], [3.60, 2.34, 1.31], [3.53, 3.63, 2.14], [4.61, 3.55, 3.10], [4.84, 4.71, 3.97], [2.56, 2.34, 0.30], [4.94, 2.94, -0.33], [5.00, 1.23, 0.20], [5.75, 2.60, 1.18], [3.48, 1.46, 1.94], [2.62, 3.67, 2.72], [3.68, 4.48, 1.47], [4.03, 4.95, 4.65], [5.03, 5.61, 3.38], [5.65, 4.66, 4.70], [1.67, 2.05, 0.68], [2.78, 1.76, -0.50], [-6.71, -1.03, 7.48], [-6.27, -2.13, 6.38], [-4.95, -1.81, 5.64], [-5.10, -0.74, 4.77], [-3.76, -0.32, 4.42], [-6.03, -3.17, 7.34], [-7.73, -1.10, 7.86], [-6.82, -0.14, 6.86], [-6.02, -0.95, 8.31], [-7.06, -2.29, 5.63], [-4.62, -2.73, 5.15], [-4.31, -1.68, 6.51], [-3.88, 0.57, 3.81], [-3.09, -0.88, 3.76], [-3.16, -0.06, 5.30], [-6.91, -3.06, 7.83], [-6.10, -4.12, 7.00], [-0.31, 7.41, 5.90], [0.38, 6.19, 5.26], [-0.52, 4.91, 5.36], [0.12, 3.79, 4.87], [-0.56, 2.52, 4.83], [0.64, 6.60, 3.88], [-1.05, 7.19, 6.67], [-0.73, 8.12, 5.19], [0.54, 7.90, 6.36], [1.28, 6.00, 5.85], [-1.43, 5.07, 4.79], [-0.78, 4.73, 6.41], [-0.36, 1.95, 3.93], [-1.64, 2.67, 4.89], [-0.18, 2.01, 5.72], [-0.12, 7.00, 3.35], [0.71, 5.84, 3.23], [3.88, 0.20, -3.65], [2.71, 1.05, -4.23], [3.13, 1.81, -5.32], [4.95, 1.17, -3.44], [4.28, -0.55, -4.33], [3.54, -0.28, -2.74], [2.20, 1.53, -3.40], [1.87, 0.40, -4.48], [2.54, 2.52, -5.60], [5.10, 1.60, -4.28], [-1.63, -3.56, 1.62], [-2.54, -4.41, 1.84], [-1.18, -2.66, 2.43], [-1.00, -3.53, 0.54], [-0.35, -2.14, 2.17], [-1.48, -2.57, 3.39], [-1.22, -4.27, -0.12], [-0.17, -2.96, 0.54], [-5.27, 0.53, -1.60], [-6.03, 1.44, -1.55], [-4.09, 0.39, -0.95], [-5.44, -0.48, -2.41], [-3.98, 1.06, -0.21], [-3.70, -0.53, -1.12], [-4.91, -1.34, -2.42], [-6.33, -0.41, -2.88], [5.12, -2.72, -0.58], [4.46, -1.74, -0.37], [5.14, -3.81, 0.18], [5.99, -2.82, -1.54], [5.51, -4.60, -0.32], [4.48, -3.85, 0.95], [6.61, -3.61, -1.61], [6.09, -1.99, -2.10], [1.81, -0.49, 3.80], [1.45, -1.08, 2.79], [2.87, 0.23, 4.01], [1.15, -0.33, 4.80], [3.04, 0.33, 5.00], [3.57, 0.11, 3.29], [1.64, -0.06, 5.64], [0.25, -0.78, 4.83], [-4.81, 3.56, 1.46], [-4.14, 2.66, 1.95], [-5.33, 3.60, 0.26], [-5.21, 4.62, 2.16], [-5.09, 2.87, -0.41], [-6.16, 4.15, 0.12], [-4.74, 4.75, 3.05], [-5.79, 5.37, 1.83]]
}



{
  "formula": "C10H17NSi",
  "method": "ωB97M-V with the def2-TZVPD basis set",
  "e_homo_ev": -8.48,
  "lumo_ev": 0.9,
  "orbital_gap_ev": 9.42,
  "species": ["C", "C", "C", "N", "C", "Si", "C", "C", "C", "C", "C", "C", "H", "H", "H", "H", "H", "H", "H", "H", "H", "H", "H", "H", "H", "H", "H", "H", "H"],
  "positions_angstrom": [[1.81, 0.26, -0.68], [1.24, 1.47, 0.20], [1.80, 1.71, 1.60], [-0.18, 1.13, 0.23], [-1.06, 2.28, 0.58], [-0.70, -0.53, 0.88], [-0.85, -1.78, -0.46], [-0.65, -3.15, -0.28], [-0.52, -4.09, -1.29], [-0.84, -3.64, -2.57], [-1.34, -2.34, -2.79], [-1.17, -1.40, -1.80], [1.85, -0.67, -0.11], [1.05, 0.25, -1.49], [2.76, 0.54, -1.22], [1.22, 2.25, -0.57], [1.88, 0.71, 2.10], [1.17, 2.33, 2.15], [2.83, 2.23, 1.67], [-0.80, 2.93, -0.22], [-2.07, 1.95, 0.46], [-0.74, 2.55, 1.58], [-2.10, -0.35, 1.28], [0.04, -1.12, 2.06], [-0.30, -3.58, 0.64], [-0.33, -5.12, -0.93], [-0.63, -4.31, -3.39], [-1.57, -1.87, -3.75], [-1.59, -0.41, -2.02]]
}



Looking at strongest force on any atom for the records above, in order, we have 0.9 3.6 2.7 2.3 12.0 3.3 eV Å⁻¹.